1.
Density functional theory data (ωB97M-V with the def2-TZVPD basis set) for a molecular structure, C26H22BClF6GaN2O3Sb in a non-equilibrium geometry.

The geometry in ORCA input format:
```
! RIJCOSX wB97M-V def2-TZVPD def2/J DEFGRID3
* xyz 1 2
Ga -1.50356 1.44110 0.15426
Cl 1.53555 1.03775 6.39226
C 0.46565 1.01008 5.08853
C -0.32006 -0.15166 4.86280
C -1.19990 -0.16836 3.83844
C -1.31781 0.96889 2.95052
O -2.13781 0.92440 2.00939
C -0.46133 2.13160 3.17970
C -0.51680 3.29466 2.29790
N -1.04563 3.24747 1.14367
C -1.32213 4.39619 0.35633
C -0.92495 5.67811 0.59245
C -1.36828 6.72530 -0.24274
C -2.20170 6.47733 -1.29358
C -2.61735 5.15436 -1.56908
C -3.47438 4.80321 -2.63744
C -3.82631 3.50012 -2.83789
C -3.31205 2.52047 -1.97778
N -2.51886 2.82237 -0.96468
C -2.16106 4.12233 -0.74472
C 0.37967 2.13941 4.24395
H -0.19501 -1.01281 5.50894
H -1.81943 -1.03064 3.62248
H -0.12981 4.23182 2.69060
H -0.26024 5.91508 1.41470
H -1.04026 7.73605 -0.03663
H -2.55598 7.28613 -1.92237
H -3.83700 5.58079 -3.30303
H -4.48348 3.20870 -3.64605
H -3.54806 1.47351 -2.11191
H 1.01901 2.99883 4.42676
F 0.29192 0.73890 0.75904
Sb 1.84288 1.29963 -0.31501
F 2.38593 1.91068 1.38428
F 0.22468 2.14648 -0.95497
F 2.57005 2.94282 -0.80390
F 2.30440 0.79830 -2.03086
F 2.55529 -0.33937 0.16954
C 3.47036 -4.45131 -2.29392
C 2.37437 -5.16947 -1.50373
C 1.92439 -6.39845 -2.30139
C 2.97557 -5.62709 -0.16147
C 1.17227 -4.25156 -1.21040
C 0.06373 -4.76093 -0.52561
C -1.01672 -3.97308 -0.13254
C -0.94785 -2.64127 -0.45285
O -1.82656 -1.59757 -0.10908
B -1.24143 -0.45288 -0.61943
O -0.04915 -0.74909 -1.26966
C 0.11485 -2.13631 -1.13899
C 1.18572 -2.90053 -1.54615
H 4.30995 -5.13312 -2.44635
H 3.84731 -3.57483 -1.75896
H 3.11287 -4.13534 -3.28004
H 2.78354 -7.04966 -2.48999
H 1.50262 -6.10310 -3.26688
H 1.17428 -6.98397 -1.76522
H 3.87288 -6.23074 -0.34112
H 2.26747 -6.23591 0.40837
H 3.25688 -4.76295 0.44930
H 0.04709 -5.81636 -0.27062
H -1.85810 -4.38504 0.41183
H 2.00784 -2.43946 -2.07896
*
```

## Properties
HOMO level (spin up / spin down) = -10.7209 / -10.7194 eV
Kohn-Sham gap (spin up / spin down) = 6.3590 / 4.4010 eV
Electronic energy = -4588.49532 Eh

=====

2.
Density functional theory data (ωB97M-V with the def2-TZVPD basis set) for a molecular structure, C26H22BF4IrN4O4S in a non-equilibrium geometry.

The geometry in ORCA input format:
```
! RIJCOSX wB97M-V def2-TZVPD def2/J DEFGRID3
* xyz 1 6
Ir -3.63065 -4.76844 16.36638
O -1.99405 -9.17566 18.05128
C -2.59406 -7.94558 17.78797
O -2.63028 -7.10157 18.66708
C -3.22985 -7.89492 16.45232
C -3.62124 -9.22174 16.05884
C -4.28413 -9.37524 14.85762
C -4.71666 -8.22122 14.19999
C -4.37059 -6.99775 14.63691
N -3.76720 -6.78395 15.87460
C -4.41409 -5.81491 13.77080
O -4.87089 -5.78267 12.62981
O -3.93911 -4.77251 14.41991
H -1.41007 -8.93894 18.80606
H -3.17864 -10.02183 16.57817
H -4.44891 -10.35179 14.38196
H -5.40496 -8.31664 13.37077
C -5.00740 -3.71421 20.20446
C -3.82630 -3.31207 20.84033
C -2.61752 -3.59083 20.20066
C -2.60264 -4.30329 19.02301
C -3.80070 -4.49526 18.30923
C -5.01316 -4.30854 18.93197
C -1.42579 -4.57544 18.30013
C -0.09208 -4.40241 18.77345
C 1.03460 -4.51400 17.98993
C 0.79003 -4.68187 16.53344
C 1.84458 -4.75502 15.59471
C 1.59048 -4.85565 14.21008
C 0.23176 -4.89757 13.78025
C -0.78376 -4.83357 14.66691
C -0.58507 -4.81848 16.06636
N -1.67660 -4.77644 16.94243
H -5.88448 -3.68389 20.81977
H -3.91099 -2.73355 21.72688
H -1.69838 -3.16813 20.68014
H -5.87602 -4.73290 18.46147
H 0.11530 -4.28048 19.82674
H 2.02486 -4.28579 18.37833
H 2.86724 -4.75846 15.87163
H 2.37430 -4.98192 13.47233
H 0.07217 -5.11330 12.75207
H -1.81170 -4.98761 14.24109
F -8.53561 -4.85123 17.64931
B -7.93486 -4.13641 16.64566
F -6.82891 -4.77566 15.99623
F -7.30467 -2.97183 17.24824
F -8.89537 -3.70356 15.68390
C -3.23729 -1.57801 13.12439
N -4.61596 -1.79536 13.49541
C -5.83281 -1.44266 12.74867
C -6.90623 -1.96438 13.65228
N -6.22585 -2.31208 14.88382
C -4.93632 -2.24377 14.72359
S -3.80607 -2.36095 16.08292
H -2.74825 -2.52791 13.05567
H -2.87453 -0.93937 13.85120
H -3.13122 -1.00038 12.16826
H -5.81229 -1.88976 11.73538
H -5.88799 -0.32027 12.63444
H -7.35469 -2.88587 13.27813
H -7.69569 -1.28752 13.84277
H -6.72175 -2.56933 15.76312
*
```

## Properties
HOMO level (spin up / spin down) = -9.3151 / -11.5519 eV
Kohn-Sham gap (spin up / spin down) = 5.1532 / 4.6724 eV
Electronic energy = -2450.61722 Eh

=====

3.
Density functional theory data (ωB97M-V with the def2-TZVPD basis set) for a molecular structure, C26H22BeO6PSTe in a non-equilibrium geometry.

The geometry in ORCA input format:
```
! RIJCOSX wB97M-V def2-TZVPD def2/J DEFGRID3
* xyz -1 1
Be -0.60779 -0.63846 -2.54987
O 1.73928 -2.61574 -0.79821
C 1.04287 -1.65155 -0.59724
O 0.57870 -0.88337 -1.58154
C 0.74076 -1.18691 0.82942
P -1.08648 -1.50516 1.14326
C -1.12523 -1.30572 2.97041
C -0.55851 -0.18377 3.57456
C -0.72886 0.05219 4.93078
C -1.48311 -0.81929 5.70232
C -2.07361 -1.92565 5.10681
C -1.90423 -2.16142 3.75163
C -0.99770 -3.34629 1.02227
C -0.15893 -4.10307 1.84193
C -0.03196 -5.46664 1.64497
C -0.74189 -6.09380 0.62814
C -1.57864 -5.35172 -0.18719
C -1.71060 -3.98182 0.01040
H 0.94178 -0.11724 0.88865
H 1.34533 -1.73591 1.54650
H 0.01487 0.51190 2.97167
H -0.28222 0.92672 5.38873
H -1.61891 -0.63397 6.76057
H -2.67733 -2.60221 5.69961
H -2.37459 -3.01786 3.28531
H 0.40732 -3.62756 2.63415
H 0.64364 -6.03602 2.27237
H -0.62127 -7.15800 0.46476
H -2.11609 -5.81824 -1.00296
H -2.33703 -3.39747 -0.64897
O -0.75112 -0.88968 -4.08282
S -2.18501 -1.39266 -3.76302
O -2.31613 -2.80375 -3.99891
O -2.09149 -1.09289 -2.24815
O -3.16886 -0.55491 -4.39157
Te -0.42943 1.65836 -1.40573
C -0.54813 3.82133 -1.66134
C -0.52290 4.36578 -2.94281
C -0.52271 5.74007 -3.12946
C -0.55024 6.58963 -2.03215
C -0.58676 6.05607 -0.75230
C -0.58904 4.68009 -0.57011
C 1.68954 1.88324 -1.54059
C 2.38917 2.52327 -0.52435
C 3.77594 2.56031 -0.53894
C 4.47450 1.95631 -1.57375
C 3.77950 1.33069 -2.59877
C 2.39333 1.29586 -2.58604
H -0.49911 3.70290 -3.79956
H -0.49948 6.15116 -4.13122
H -0.54170 7.66318 -2.17421
H -0.61276 6.71385 0.10799
H -0.62137 4.27060 0.43368
H 1.84778 2.98894 0.29173
H 4.31161 3.04421 0.26867
H 5.55716 1.97187 -1.57958
H 4.32252 0.86269 -3.41022
H 1.85565 0.77753 -3.36966
*
```

## Properties
HOMO level = -5.9936 eV
Kohn-Sham gap = 8.1881 eV
Electronic energy = -2477.96923 Eh

=====

4.
Density functional theory data (ωB97M-V with the def2-TZVPD basis set) for a molecular structure, C26H22Br4N4O2S5V in a non-equilibrium geometry.

The geometry in ORCA input format:
```
! RIJCOSX wB97M-V def2-TZVPD def2/J DEFGRID3
* xyz 0 2
V 0.32469 0.67985 0.95800
C -1.46570 -2.84201 -1.11936
C -1.53021 -3.66624 0.16137
S -1.47609 -2.76894 1.73524
C -2.95207 -1.74003 1.56605
C -2.97584 -0.61487 2.59318
S -1.40271 0.29079 2.77716
C -1.98731 1.98462 3.07221
C -0.81775 2.94402 2.89590
S -0.19421 2.95457 1.18745
C -0.53509 1.92965 -2.50059
C -0.27465 -0.82158 -2.58185
S 0.19398 -2.21487 -1.51676
H -2.14009 -1.98886 -1.07433
H -1.79985 -3.47545 -1.94385
H -0.68979 -4.36000 0.21919
H -2.43870 -4.27197 0.14356
H -3.85640 -2.33872 1.69551
H -2.96427 -1.31886 0.56492
H -3.21143 -1.00583 3.58255
H -3.74584 0.11023 2.32491
H -2.40113 2.03798 4.08069
H -2.76623 2.20679 2.34109
H -0.00761 2.69500 3.58198
H -1.15968 3.95287 3.12907
H 0.30797 2.59494 -2.65641
H -1.23002 2.43183 -1.83606
H 0.33937 -0.89142 -3.47299
H -1.30126 -0.98472 -2.88899
S 1.20990 0.84040 -6.69370
N -0.23606 1.13013 -6.01722
C -0.07897 1.23777 -4.72258
C -1.15191 1.47281 -3.73559
C -2.35851 0.89920 -3.51531
C -2.86417 0.75085 -2.13581
C -2.20264 0.60833 -0.92563
N -0.86545 0.48941 -0.62016
C -0.10392 0.54944 -1.83627
C 1.34341 0.79883 -1.74206
N 1.85837 0.96854 -0.53749
C 3.15927 1.29491 -0.43815
C 3.94034 1.45166 -1.55994
C 3.36746 1.33595 -2.83085
C 2.02496 1.03429 -2.95525
C 1.33911 1.04845 -4.31030
N 2.11234 0.83729 -5.35004
H -2.93766 0.45215 -4.31625
H -3.94274 0.68752 -2.04075
H -2.84608 0.57539 -0.05285
H 3.54266 1.43706 0.56373
H 4.98497 1.70504 -1.45204
H 3.95937 1.51827 -3.71801
Br 4.17775 -1.21925 6.45157
C 3.24014 -1.18773 4.82376
C 3.08649 -2.39044 4.07298
Br 3.83216 -3.99273 4.71054
C 2.39555 -2.39182 2.88129
Br 2.15398 -3.91531 1.81313
C 1.83674 -1.18667 2.41312
O 1.16132 -1.04297 1.33167
C 2.00100 0.01913 3.15306
O 1.45679 1.04453 2.60962
C 2.70894 0.00082 4.37177
Br 2.85297 1.62997 5.29115
*
```

## Properties
HOMO level (spin up / spin down) = -7.7865 / -7.6119 eV
Kohn-Sham gap (spin up / spin down) = 6.8219 / 5.7810 eV
Electronic energy = -14604.48655 Eh

=====

Q: Look up the electronic energy of the first one.
A: -4588.49532 Eh

=====

Q: What is the electronic energy in the first record?
A: -4588.49532 Eh